Record 1
Density functional theory data (ωB97M-V/def2-TZVPD) for a 4-piece molecular cluster, C26H55IO4 overall at a distorted geometry.

Values from the calculation:
SMILES ... C=CC[C@@](O)(I)OC(=O)CCCO.CCCCCC.CCCCCC.CCCCCC
M ... 558.63 g mol⁻¹
Maximum force ... 2.25 eV/Å
Lowest unoccupied orbital energy ... 0.1 eV

Structure (ORCA input):
```
! wB97M-V def2-TZVPD RIJCOSX def2/J DEFGRID3
* xyz 0 1
C -1.7425 1.4274 2.3841
C -0.6850 1.7819 1.5810
C 0.6999 1.3270 1.9637
C 1.7625 1.7459 0.9502
O 1.2529 1.4914 -0.3133
I 2.0574 3.9123 1.0193
O 2.9521 1.0264 1.0349
C 3.4235 0.7131 2.2926
O 3.6838 1.5891 3.0952
C 3.6719 -0.7376 2.6375
C 2.4961 -1.7031 2.4443
C 2.1544 -2.0484 0.9592
O 3.0314 -1.4802 0.0115
H -1.7596 1.8369 3.3887
H -2.5014 0.7367 2.0459
H -0.8425 2.3717 0.6863
H 0.6578 0.2453 1.9198
H 0.9377 1.6944 2.9645
H 1.6246 0.6623 -0.6408
H 4.5545 -1.1258 2.1368
H 3.9188 -0.7496 3.6911
H 2.7891 -2.6323 2.9284
H 1.6205 -1.3731 2.9940
H 2.2170 -3.1318 0.8547
H 1.1179 -1.7934 0.7674
H 3.8581 -1.9581 0.0521
C -3.8376 6.4687 -2.3800
C -4.2473 6.3535 -0.9145
C -3.5704 7.3845 -0.0124
C -2.0458 7.2796 0.0513
C -1.5136 5.9245 0.5140
C -1.9373 5.5611 1.9336
H -2.7697 6.2927 -2.5168
H -4.3706 5.7341 -2.9857
H -4.0744 7.4595 -2.7732
H -4.0414 5.3415 -0.5551
H -5.3297 6.4892 -0.8420
H -3.9862 7.2998 0.9954
H -3.8335 8.3883 -0.3614
H -1.6734 8.0564 0.7267
H -1.6221 7.5085 -0.9306
H -0.4224 5.9495 0.4737
H -1.8256 5.1350 -0.1765
H -1.5933 6.3132 2.6470
H -1.5065 4.6019 2.2258
H -3.0214 5.4723 2.0238
C -0.8616 -0.4943 -6.7060
C 0.1857 0.4097 -6.0621
C 0.5421 0.0026 -4.6334
C -0.6173 0.0652 -3.6375
C -1.2840 1.4342 -3.5101
C -0.3392 2.5197 -3.0020
H -1.8099 -0.4622 -6.1680
H -1.0573 -0.1827 -7.7330
H -0.5176 -1.5305 -6.7322
H -0.1601 1.4464 -6.0860
H 1.0956 0.3770 -6.6671
H 1.3623 0.6338 -4.2802
H 0.9337 -1.0199 -4.6439
H -0.2443 -0.2393 -2.6533
H -1.3755 -0.6740 -3.9117
H -2.1220 1.3444 -2.8131
H -1.7168 1.7388 -4.4672
H 0.0682 2.2595 -2.0249
H -0.8755 3.4656 -2.8992
H 0.4936 2.6889 -3.6868
C 1.1880 -9.7635 2.3496
C 1.0415 -8.5062 1.4973
C 2.0556 -7.4174 1.8444
C 1.9551 -6.8733 3.2706
C 0.5937 -6.2870 3.6418
C 0.2020 -5.0838 2.7899
H 1.0172 -9.5584 3.4073
H 0.4652 -10.5203 2.0425
H 2.1860 -10.1926 2.2411
H 0.0230 -8.1191 1.5869
H 1.1735 -8.7782 0.4471
H 1.9498 -6.5954 1.1302
H 3.0651 -7.8139 1.6971
H 2.7206 -6.1009 3.4005
H 2.2048 -7.6644 3.9825
H 0.6265 -5.9785 4.6899
H -0.1835 -7.0524 3.5749
H 0.9410 -4.2842 2.8791
H -0.7602 -4.6863 3.1166
H 0.1058 -5.3489 1.7358
*
```

For reference, the Löwdin charges in units of e are: number 1, C, carries 0.003; number 2, C, carries -0.166; number 3, C, carries -0.191; number 4, C, carries -0.900; number 5, O, carries -0.090; number 6, I, carries 0.948; number 7, O, carries -0.011; number 8, C, carries -0.427; number 9, O, carries 0.111; number 10, C, carries -0.081; number 11, C, carries -0.156; number 12, C, carries -0.238; number 13, O, carries -0.058; number 14, H, carries 0.055; number 15, H, carries 0.051; number 16, H, carries 0.092; number 17, H, carries 0.103; number 18, H, carries 0.129; number 19, H, carries 0.112; number 20, H, carries 0.126; number 21, H, carries 0.123; number 22, H, carries 0.097; number 23, H, carries 0.105; number 24, H, carries 0.104; number 25, H, carries 0.112; number 26, H, carries 0.092; number 27, C, carries -0.112; number 28, C, carries -0.271; number 29, C, carries -0.231; number 30, C, carries -0.227; number 31, C, carries -0.280; number 32, C, carries -0.105; number 33, H, carries 0.061; number 34, H, carries 0.068; number 35, H, carries 0.074; number 36, H, carries 0.097; number 37, H, carries 0.103; number 38, H, carries 0.100; number 39, H, carries 0.108; number 40, H, carries 0.109; number 41, H, carries 0.101; number 42, H, carries 0.057; number 43, H, carries 0.095; number 44, H, carries 0.077; number 45, H, carries 0.043; number 46, H, carries 0.068; number 47, C, carries -0.113; number 48, C, carries -0.270; number 49, C, carries -0.230; number 50, C, carries -0.227; number 51, C, carries -0.261; number 52, C, carries -0.096; number 53, H, carries 0.064; number 54, H, carries 0.068; number 55, H, carries 0.074; number 56, H, carries 0.098; number 57, H, carries 0.103; number 58, H, carries 0.100; number 59, H, carries 0.108; number 60, H, carries 0.101; number 61, H, carries 0.100; number 62, H, carries 0.104; number 63, H, carries 0.098; number 64, H, carries 0.046; number 65, H, carries 0.066; number 66, H, carries 0.071; number 67, C, carries -0.111; number 68, C, carries -0.270; number 69, C, carries -0.231; number 70, C, carries -0.229; number 71, C, carries -0.265; number 72, C, carries -0.105; number 73, H, carries 0.065; number 74, H, carries 0.069; number 75, H, carries 0.075; number 76, H, carries 0.098; number 77, H, carries 0.104; number 78, H, carries 0.096; number 79, H, carries 0.109; number 80, H, carries 0.106; number 81, H, carries 0.101; number 82, H, carries 0.105; number 83, H, carries 0.100; number 84, H, carries 0.052; number 85, H, carries 0.073; number 86, H, carries 0.069

=====

Record 2
Density functional theory data (ωB97M-V/def2-TZVPD) for a 6-piece molecular cluster, C26H55N10O9 overall at a distorted geometry.

Values from the calculation:
M ... 651.79 g mol⁻¹
Maximum force ... 8.58 eV/Å
Lowest unoccupied orbital energy ... -4.3 eV

Structure (ORCA input):
```
! wB97M-V def2-TZVPD RIJCOSX def2/J DEFGRID3
* xyz 1 1
C -4.4498 -2.9052 1.5922
C -2.9564 -2.2559 1.3670
C -2.2056 -1.2303 2.4556
C -0.6798 -0.6960 2.0254
C 0.1605 0.3160 3.0424
C -0.2925 0.1339 4.6384
N -1.5746 0.8560 4.9885
N 0.8191 0.8513 5.4338
N -0.2361 -1.3167 5.0960
N -0.1479 -1.1654 0.6955
C 1.2463 -0.5929 0.3416
O 1.1494 0.8387 0.0198
O 0.0750 1.0841 -0.6820
N -0.6706 -1.9980 -0.2444
C -2.0257 -2.5613 0.0098
C -2.6490 -3.6158 -1.1235
C -2.2314 -5.1320 -0.5614
C -3.3555 -6.2809 -0.8823
O -4.4420 -6.1004 -1.6375
O -3.0882 -7.6416 -0.3137
H -5.1944 -2.5225 0.7412
H -4.9633 -2.5889 2.6140
H -4.4556 -4.0920 1.4799
H -2.7582 -0.9209 3.4386
H 0.0840 1.4592 2.7097
H 1.3323 0.0874 3.0431
H -2.0445 1.1288 4.0768
H -2.1700 0.1203 5.4762
H 0.8641 1.8648 5.1123
H 0.6299 0.8014 6.4601
H -1.1633 -1.7949 5.0214
H 0.0257 -1.3203 6.1269
H 1.6437 -1.1294 -0.6473
H 2.0353 -0.8513 1.1857
H -0.6654 1.4021 -0.0734
H -2.0530 -3.5036 -2.1473
H -3.7997 -3.4858 -1.2901
H -1.2122 -5.4199 -1.0647
H -2.1015 -5.0001 0.6147
H -3.9027 -7.8935 0.2120
C 6.4850 1.1294 -0.8107
C 5.0326 0.9232 -0.4835
O 4.4580 -0.1398 -0.7074
N 4.3464 1.9582 0.0789
C 4.8310 3.2747 0.4188
H 6.8920 0.2146 -1.2525
H 6.5948 1.9410 -1.5352
H 7.0470 1.3521 0.1005
H 3.3747 1.7396 0.2687
H 4.6827 3.4236 1.4911
H 4.2346 4.0073 -0.1302
H 5.8859 3.4063 0.1747
C 4.4923 3.1584 5.4313
C 5.1241 4.0017 4.3594
O 4.5013 4.3666 3.3647
N 6.4294 4.3641 4.5114
C 7.3279 4.0430 5.5945
H 3.4505 2.9531 5.1661
H 5.0205 2.2050 5.5185
H 4.5067 3.6919 6.3856
H 6.7802 4.9308 3.7474
H 7.6741 4.9805 6.0365
H 8.1834 3.5066 5.1771
H 6.8529 3.4312 6.3625
C 0.0660 -0.3131 -3.1043
C -0.8103 -1.3219 -3.7926
O -1.2520 -2.3088 -3.2084
N -1.1145 -1.1203 -5.1060
C -0.7012 -0.0365 -5.9652
H 0.2172 -0.6129 -2.0627
H 1.0419 -0.2668 -3.5952
H -0.4137 0.6695 -3.1143
H -1.7085 -1.8435 -5.4961
H -1.5995 0.4645 -6.3341
H -0.1566 -0.4635 -6.8108
H -0.0666 0.6853 -5.4494
C -1.0464 -0.5393 -11.1866
C -0.1295 0.4596 -10.5378
O -0.5540 1.4727 -9.9866
N 1.2117 0.2184 -10.5710
C 1.9064 -0.9004 -11.1619
H -2.0832 -0.2068 -11.0766
H -0.8206 -0.6179 -12.2536
H -0.9432 -1.5137 -10.7014
H 1.7603 0.9375 -10.1127
H 2.4765 -1.3991 -10.3743
H 2.5981 -0.5113 -11.9129
H 1.2260 -1.6145 -11.6276
C -6.7774 -0.0032 5.5335
C -5.4890 0.6725 5.1556
O -4.3951 0.2295 5.4984
N -5.5544 1.8112 4.4090
C -6.7269 2.4887 3.9093
H -6.5594 -0.8963 6.1272
H -7.3915 0.6709 6.1369
H -7.3179 -0.3102 4.6340
H -4.6444 2.2048 4.1967
H -6.6539 2.5328 2.8199
H -6.7269 3.5054 4.3096
H -7.6518 1.9848 4.1929
*
```

Results of the Löwdin charge analysis, in e, for atoms 1 through 99: number 1, C, carries -0.080; number 2, C, carries -0.038; number 3, C, carries 0.111; number 4, C, carries 0.016; number 5, C, carries -0.060; number 6, C, carries -0.594; number 7, N, carries 0.040; number 8, N, carries 0.013; number 9, N, carries 0.050; number 10, N, carries -0.088; number 11, C, carries -0.087; number 12, O, carries -0.180; number 13, O, carries -0.075; number 14, N, carries 0.156; number 15, C, carries -0.040; number 16, C, carries -0.121; number 17, C, carries -0.085; number 18, C, carries -0.267; number 19, O, carries -0.011; number 20, O, carries -0.022; number 21, H, carries 0.111; number 22, H, carries 0.098; number 23, H, carries 0.104; number 24, H, carries 0.089; number 25, H, carries 0.146; number 26, H, carries 0.136; number 27, H, carries 0.065; number 28, H, carries 0.061; number 29, H, carries 0.088; number 30, H, carries 0.081; number 31, H, carries 0.067; number 32, H, carries 0.098; number 33, H, carries 0.165; number 34, H, carries 0.170; number 35, H, carries 0.152; number 36, H, carries 0.094; number 37, H, carries 0.125; number 38, H, carries 0.144; number 39, H, carries 0.126; number 40, H, carries 0.123; number 41, C, carries -0.011; number 42, C, carries -0.544; number 43, O, carries 0.003; number 44, N, carries 0.011; number 45, C, carries -0.067; number 46, H, carries 0.087; number 47, H, carries 0.088; number 48, H, carries 0.087; number 49, H, carries 0.115; number 50, H, carries 0.051; number 51, H, carries 0.090; number 52, H, carries 0.081; number 53, C, carries -0.008; number 54, C, carries -0.535; number 55, O, carries -0.001; number 56, N, carries 0.004; number 57, C, carries -0.077; number 58, H, carries 0.071; number 59, H, carries 0.089; number 60, H, carries 0.089; number 61, H, carries 0.146; number 62, H, carries 0.087; number 63, H, carries 0.086; number 64, H, carries 0.078; number 65, C, carries -0.002; number 66, C, carries -0.497; number 67, O, carries -0.018; number 68, N, carries 0.011; number 69, C, carries -0.068; number 70, H, carries 0.026; number 71, H, carries 0.104; number 72, H, carries 0.093; number 73, H, carries 0.147; number 74, H, carries 0.091; number 75, H, carries 0.085; number 76, H, carries 0.081; number 77, C, carries -0.015; number 78, C, carries -0.556; number 79, O, carries 0.013; number 80, N, carries -0.005; number 81, C, carries -0.082; number 82, H, carries 0.087; number 83, H, carries 0.087; number 84, H, carries 0.083; number 85, H, carries 0.143; number 86, H, carries 0.082; number 87, H, carries 0.085; number 88, H, carries 0.077; number 89, C, carries -0.006; number 90, C, carries -0.536; number 91, O, carries -0.007; number 92, N, carries 0.005; number 93, C, carries -0.072; number 94, H, carries 0.089; number 95, H, carries 0.093; number 96, H, carries 0.087; number 97, H, carries 0.139; number 98, H, carries 0.086; number 99, H, carries 0.090